w) Computed, not measured: 2 unconnected molecules or ions with the total composition C2H10NS, with the ωB97M-V functional and the def2-TZVPD basis.

Positions of all 14 atoms, in Å:
S1 -0.6714 -0.3160 0.5314
N1 3.0984 -0.3219 -0.7964
H1 -2.9088 0.0884 1.1477
H2 2.5812 0.1388 -0.0377
H3 -1.9956 -0.5467 2.5646
H4 -2.2741 0.9784 -0.6294
H5 4.0202 -0.5997 -0.4526
H6 3.1386 0.3725 -1.5414
H7 -0.8416 1.9392 -0.2945
C1 -1.1951 0.9734 -0.6464
H8 -0.8651 0.7634 -1.6617
H9 2.6050 -1.2016 -0.9655
C2 -2.1778 -0.6293 1.4916
H10 -2.5138 -1.6390 1.2904

Computed properties:
Frontier orbital gap = 7.38 eV
M = 80.18 Da
Charge = +1
LUMO = -4.374 eV

=====

x) Computed, not measured: 2 unconnected molecules or ions with the total composition C2H10NS, with the ωB97M-V functional and the def2-TZVPD basis.

Positions of all 14 atoms, in Å:
S1 0.9718 -1.7482 0.1679
H1 -0.6291 1.9708 -0.2212
H2 3.2595 -1.6680 -0.5963
H3 -1.1778 0.1106 1.0562
H4 1.3383 -2.6371 1.0878
H5 -0.8714 0.7007 -1.1265
H6 2.3232 -0.2267 -1.0579
C1 2.5646 -0.9094 -0.2471
N1 -1.3844 1.3676 -0.5337
H7 -2.6556 -0.1791 0.1498
H8 2.8916 -0.4251 0.6429
H9 -2.5910 1.1796 1.2511
H10 -2.0240 1.8788 -1.1372
C2 -2.0156 0.5854 0.5642

Computed properties:
Frontier orbital gap = 8.63 eV
M = 80.18 Da
Charge = +1
LUMO = -3.949 eV

=====

The least stable of them is w).

=====

w) Computed, not measured: 2 unconnected molecules or ions with the total composition C2H10NS, with the ωB97M-V functional and the def2-TZVPD basis.

Positions of all 14 atoms, in Å:
H1 0.7467 2.6699 1.8332
H2 1.6948 1.3599 1.7382
C1 0.5986 -1.0734 -0.0416
H3 0.2482 1.4355 0.7861
C2 -1.8056 -1.1119 -1.3620
H4 -2.0810 -0.2553 -1.9599
H5 1.5054 2.4845 0.4356
N1 1.0772 1.9390 1.1841
H6 0.5309 -2.1559 -0.0927
H7 1.2337 -0.8405 0.8171
H8 -2.6994 -1.5931 -0.9816
H9 -1.0928 -1.8817 -1.5999
H10 1.0753 -0.7183 -0.9558
S1 -1.0320 -0.2587 0.1993

Computed properties:
Frontier orbital gap = 8.85 eV
M = 80.18 Da
Charge = +1
LUMO = -3.985 eV

=====

x) Computed, not measured: 2 unconnected molecules or ions with the total composition C2H10NS, with the ωB97M-V functional and the def2-TZVPD basis.

Positions of all 14 atoms, in Å:
H1 1.1550 1.4565 0.2504
H2 0.0535 0.8656 -1.9247
H3 -2.1705 -1.5117 0.2817
N1 1.3650 2.0454 1.0849
H4 -0.9561 -2.5372 -0.3913
C1 -1.1252 -1.8124 0.4038
S1 0.0305 -0.4079 -0.0104
H5 -1.5882 0.4689 -1.4855
H6 1.6456 3.0252 1.0110
C2 -0.5905 0.0281 -1.6279
H7 -0.5660 -0.7246 -2.3991
H8 2.1132 1.5931 1.6198
H9 0.5366 2.0188 1.6840
H10 -0.7112 -2.1892 1.3278

Computed properties:
Frontier orbital gap = 8.81 eV
M = 80.18 Da
Charge = +1
LUMO = -3.934 eV

=====

The least stable of them is w).

=====

w) Computed, not measured: a molecular structure, C2H6N5O2, with the ωB97M-V functional and the def2-TZVPD basis.

Positions of all 15 atoms, in Å:
C1 -0.5500 0.6413 0.1023
H1 -0.0692 -1.1174 -1.1224
N1 0.6088 1.4013 -0.0207
O1 3.7861 -1.2288 -0.2897
N2 4.0598 -0.0884 -0.1031
N3 2.9604 0.7967 -0.0565
O2 5.0812 0.3840 0.1846
N4 -0.2286 -0.7732 -0.1862
H2 -1.0263 -1.3288 0.2213
N5 0.9585 -0.9944 0.5456
C2 1.7478 0.6441 0.0566
H3 -0.7422 0.5164 1.3224
H4 0.4848 2.3554 -0.3201
H5 1.3946 -1.7048 0.1198
H6 -1.4272 1.0809 -0.3559

Computed properties:
Frontier orbital gap = 10.61 eV
M = 132.10 Da
Charge = +1
LUMO = -4.024 eV

=====

x) Computed, not measured: 2 unconnected molecules or ions with the total composition C2H6N5O2, with the ωB97M-V functional and the def2-TZVPD basis.

Positions of all 15 atoms, in Å:
H1 0.9212 -1.1090 1.6387
C1 2.3325 -0.6283 0.1151
N1 -1.1535 -1.1832 -0.4864
O1 -2.2751 -1.5702 -0.3603
H2 0.4912 1.5643 -0.6569
O2 -3.7558 1.7441 1.1735
H3 -0.5710 1.0675 -1.6323
N2 0.1230 0.6379 -0.9830
N3 -2.0477 1.1190 -0.1544
N4 1.0094 -0.5949 0.7191
N5 -2.9474 1.3924 0.4469
H4 2.6483 -1.6923 0.1072
H5 2.9732 -0.3349 0.9802
H6 2.3769 -0.0456 -0.7854
C2 -0.1251 -0.3667 -0.1219

Computed properties:
Frontier orbital gap (alpha / beta) = 8.14 / 8.18 eV
M = 132.10 Da
Charge = +1
LUMO (alpha / beta) = -6.555 / -6.480 eV

=====

The least stable of them is w).

=====

w) Computed, not measured: a single C4H8N4 molecule, with the ωB97M-V functional and the def2-TZVPD basis.

Positions of all 16 atoms, in Å:
H1 -4.1025 -0.1551 -0.7603
H2 -4.2528 -0.5406 1.0045
C1 -0.2561 0.5924 -0.2400
C2 3.9525 0.2712 0.2798
N1 2.5812 0.4081 0.1036
H3 2.3465 -1.4096 -0.4883
H4 -0.1658 -1.3204 -0.3895
N2 -2.2394 -0.3577 0.1860
H5 4.7454 1.1448 0.1666
C3 0.4412 -0.4609 -0.2519
H6 -3.8237 1.1267 0.4717
C4 -3.6557 -0.0738 0.2599
H7 0.0523 1.6351 -0.0856
H8 4.2318 -0.8630 0.0952
N3 -1.6747 0.6610 -0.3158
N4 1.8197 -0.6581 -0.0359

Computed properties:
Frontier orbital gap = 8.57 eV
M = 112.14 Da
Charge = 0
LUMO = 0.217 eV
SMILES = C=NN/C=C/N=N/C

=====

x) Computed, not measured: a single C4H8N4 molecule, with the ωB97M-V functional and the def2-TZVPD basis.

Positions of all 16 atoms, in Å:
H1 -1.5068 -0.8075 -1.1041
C1 -0.9154 -0.7262 -0.2722
H2 1.7726 -0.5581 1.2863
C2 0.4237 0.1928 -0.4013
N1 0.3743 0.1167 -2.7842
N2 0.8340 0.5818 -1.5257
C3 0.4286 0.4148 2.1797
N3 -0.7844 0.2710 2.1552
N4 -1.4270 -0.1553 1.0017
H3 -2.3938 -0.2074 1.3704
H4 -0.5935 -1.7489 -0.2646
C4 1.2327 0.4297 0.9821
H5 1.6650 1.3712 0.8610
H6 0.3553 0.8195 -3.6987
H7 1.1452 0.3651 3.0046
H8 -0.6106 -0.3592 -2.7901

Computed properties:
Frontier orbital gap = 8.88 eV
M = 112.14 Da
Charge = 0
LUMO = 0.839 eV
SMILES = N/N=C1/CC=NNC1

=====

The least stable of them is x).

=====

w) Computed, not measured: a single C4H8N4 molecule, with the ωB97M-V functional and the def2-TZVPD basis.

Positions of all 16 atoms, in Å:
H1 1.8239 2.6752 -0.1647
C1 0.0157 -0.0894 1.1181
C2 0.0641 -0.9904 2.0954
H2 -2.0416 -1.5138 -1.4305
N1 0.5840 -1.0030 -1.1857
N2 0.1762 1.5142 -0.2262
C3 -0.4713 -0.4752 -0.4593
H3 0.7683 2.9091 -1.5035
N3 0.4572 1.1662 1.0226
H4 1.4057 -1.2535 -0.6579
H5 -0.6029 -1.8386 2.0927
H6 0.3319 -1.6291 -1.9349
H7 -2.5496 -0.2196 -0.2103
N4 1.1082 2.2982 -0.7777
C4 -1.7629 -0.7359 -0.7346
H8 0.6932 -0.8146 2.9566

Computed properties:
Frontier orbital gap = 7.36 eV
M = 112.14 Da
Charge = 0
LUMO = -0.158 eV
SMILES = C=C(N)C(=C)/N=N/N

=====

x) Computed, not measured: a single C4H8N4 molecule, with the ωB97M-V functional and the def2-TZVPD basis.

Positions of all 16 atoms, in Å:
N1 1.7895 0.7008 1.2171
H1 2.4777 0.3888 0.5516
N2 -0.2377 -2.1583 -0.6937
C1 0.6833 0.9576 -1.4849
H2 -2.2230 0.4378 -0.4267
N3 -0.4984 0.4988 1.7578
H3 2.0715 0.7540 2.1841
C2 0.1593 0.2402 -0.4979
N4 -1.9898 -0.5168 -0.6620
C3 -0.6899 -0.9843 -0.7288
H4 -0.2416 0.7695 2.7040
H5 -2.6829 -1.1737 -0.3221
C4 0.4678 0.4895 0.9346
H6 -0.9544 -2.8806 -0.7169
H7 0.4776 0.7252 -2.5161
H8 1.3910 1.7515 -1.3002

Computed properties:
Frontier orbital gap = 9.99 eV
M = 112.14 Da
Charge = 0
LUMO = 0.934 eV
SMILES = [H]/N=C(\N)C(=C)/C(N)=N/[H]

=====

The least stable of them is w).

=====

w) Computed, not measured: a single C4H8N4 molecule, with the ωB97M-V functional and the def2-TZVPD basis.

Positions of all 16 atoms, in Å:
C1 -1.8603 -0.3598 -1.2316
C2 -1.0322 -0.5963 1.0967
H1 -1.0985 1.9546 -1.2494
H2 -1.7074 -1.5064 1.1538
N1 1.9977 0.5447 0.7732
H3 0.0851 0.4495 -1.1913
H4 -2.8312 -0.1749 -1.8363
N2 0.0287 -0.4562 1.7589
C3 0.9647 0.5463 1.5071
N3 -1.6611 0.1006 0.0736
H5 0.9671 1.5229 2.0620
H6 3.1888 0.0387 -0.6513
N4 2.3686 -0.3666 -0.0962
H7 2.7099 -1.3762 0.3309
H8 -1.2164 -1.1959 -1.4999
C4 -0.9033 0.8752 -1.0003

Computed properties:
Frontier orbital gap = 9.06 eV
M = 112.14 Da
Charge = 0
LUMO = 1.009 eV
SMILES = N/N=C\N=C/N1CC1

=====

x) Computed, not measured: a molecular structure, C4H8N4, with the ωB97M-V functional and the def2-TZVPD basis.

Positions of all 16 atoms, in Å:
H1 -1.4626 0.5918 -2.3789
C1 0.5666 1.2375 1.9884
N1 -0.4329 -1.0403 -2.5930
C2 0.8340 1.4706 3.2394
N2 -0.1843 0.6180 -0.7010
H2 -0.8498 -0.1396 2.4437
H3 -1.4864 -0.6267 0.2012
N3 -0.1989 0.1110 1.6004
H4 0.6329 -2.8861 -2.8514
N4 0.6114 -1.9570 -1.9925
H5 0.7009 1.8557 1.0353
C3 -0.6140 -0.0233 0.2617
H6 0.8226 0.5223 4.0326
H7 1.5720 2.0494 3.2029
H8 1.8379 -1.4354 -2.1182
C4 -0.8423 -0.0270 -1.7836

Computed properties:
Frontier orbital gap = 9.83 eV
M = 112.14 Da
Charge = 0
LUMO = 0.840 eV

=====

The least stable of them is x).

=====

w) Computed, not measured: a single C4H8N4 molecule, with the ωB97M-V functional and the def2-TZVPD basis.

Positions of all 16 atoms, in Å:
H1 -0.1940 0.7907 1.7008
H2 2.6685 0.4546 -1.4325
C1 -0.2930 1.3819 0.7912
H3 -2.9269 -1.8201 -0.3709
N1 -1.3399 -0.6260 0.0720
H4 0.8896 1.7372 -1.0461
H5 0.2148 -1.2312 0.9801
N2 2.5827 -0.3728 -0.8325
C2 1.5077 -0.2607 -0.1455
N3 -0.8859 0.7128 -0.3439
H6 1.7524 -1.9342 0.9035
H7 -2.7186 -0.2052 -1.3477
C3 -2.3999 -0.8754 -0.5708
H8 -0.6684 2.4036 1.0259
N4 1.2273 -1.0746 0.9650
C4 0.5838 0.9194 -0.3485

Computed properties:
Frontier orbital gap = 10.30 eV
M = 112.14 Da
Charge = 0
LUMO = 1.050 eV
SMILES = [H]/N=C(/N)[C@@H]1CN1N=C

=====

x) Computed, not measured: a molecular structure, C4H8N4, with the ωB97M-V functional and the def2-TZVPD basis.

Positions of all 16 atoms, in Å:
H1 2.6226 -3.9671 -0.1201
H2 -0.9696 2.6299 -1.3466
N1 -1.2782 1.6098 -0.5600
C1 -1.3005 3.2599 0.9590
C2 0.2783 -0.1553 0.0531
H3 0.3982 -0.0113 1.1789
H4 -0.5751 -0.0837 -1.7277
H5 -1.6093 3.9560 0.1518
N2 -1.0456 1.9218 0.7795
N3 0.6533 -1.4715 -0.3620
H6 1.0433 -4.1064 0.4396
C3 -0.5244 0.5559 -0.8112
H7 -1.4142 3.4901 1.9818
N4 1.5259 -2.0449 0.2984
C4 1.6037 -3.3899 -0.2672
H8 1.1739 -3.6368 -1.2516

Computed properties:
Frontier orbital gap = 8.36 eV
M = 112.14 Da
Charge = 0
LUMO = 0.120 eV

=====

The least stable of them is x).